Record 1
Computed, not measured: a single C4H13N3 molecule at a distorted geometry, with wB97M-V/def2-TZVPD.

The geometry in XYZ format:
```
20
Properties=species:S:1:pos:R:3:forces:R:3
C 0.0576 -1.4920 -0.9257 -0.43 0.35 -0.41
C 0.3299 -0.1069 -0.3771 -0.07 0.49 0.75
C 1.1330 0.8072 -1.3212 0.70 -0.33 0.72
N 2.2831 1.4572 -0.6969 0.20 0.36 -0.12
N -0.8742 0.6505 0.0595 0.04 -0.92 -0.16
C -1.8379 -0.0946 0.8481 -0.28 0.07 0.51
N -1.4107 -0.1522 2.2612 0.58 0.10 -0.14
H 1.0100 -1.8973 -1.2430 0.16 -0.32 0.03
H -0.6055 -1.5018 -1.7988 0.05 0.22 0.09
H -0.3994 -2.1279 -0.1755 0.16 -0.24 0.09
H 0.9648 -0.2486 0.5167 0.14 -0.18 -0.20
H 1.5202 0.2303 -2.1635 -0.33 0.04 -0.20
H 0.4752 1.6050 -1.6268 -0.25 0.02 -0.59
H 2.0890 2.3934 -0.3749 0.01 -0.14 0.17
H 2.7625 0.9225 0.0151 -0.18 0.01 -0.07
H -0.5329 1.3591 0.7022 -0.10 0.39 -0.28
H -2.7615 0.4691 0.8181 -0.36 0.05 -0.01
H -2.0496 -1.0895 0.4438 0.18 0.23 -0.25
H -1.7540 -0.9436 2.7888 -0.24 -0.07 -0.15
H -0.3998 -0.2399 2.2498 0.00 -0.11 0.24
```
Positions in Å, forces in eV/Å.

Properties
highest occupied orbital energy: -8.95 eV
structure (SMILES): C[C@@H](CN)NCN
ΔE to the lowest compared entry with this formula, charge and spin: 88.46 kJ/mol
maximum force: 1.1 eV Å⁻¹
E: -324.441240 a.u.



Record 2
Computed, not measured: a single C4H13N3 molecule at a distorted geometry, with wB97M-V/def2-TZVPD.

The geometry in XYZ format:
```
20
Properties=species:S:1:pos:R:3:forces:R:3
C 0.5340 -1.3659 0.1958 0.44 0.86 -0.74
C 0.3201 0.0192 -0.4419 0.60 1.01 -0.97
C 1.5873 0.9053 -0.3393 0.29 -0.98 0.95
N 2.4210 0.7368 -1.5334 -0.36 0.38 0.22
N -0.8245 0.7323 0.0855 0.49 0.42 0.51
C -2.1199 0.0341 0.0666 0.77 1.11 -0.38
N -2.6477 -0.2607 1.3428 -0.54 -0.80 0.39
H 1.5878 -1.6260 0.1301 0.13 -0.25 -0.03
H 0.2881 -1.2565 1.2488 -0.16 -0.40 0.13
H -0.0356 -2.1204 -0.3316 -0.26 -0.30 0.34
H 0.2532 0.0394 -1.5374 -0.55 -0.87 0.07
H 2.1145 0.5845 0.5784 0.07 0.18 -0.03
H 1.3745 1.9573 -0.2005 -0.40 0.18 -0.24
H 3.2044 1.3685 -1.4568 0.27 -0.12 -0.17
H 2.7665 -0.2095 -1.5966 0.18 -0.09 0.01
H -0.5727 0.9760 1.0393 -0.47 0.17 0.05
H -1.9445 -0.8067 -0.6151 -0.61 -0.23 0.24
H -2.8324 0.7356 -0.3738 -0.11 -0.34 -0.32
H -3.3481 0.3450 1.7223 0.10 0.10 0.02
H -2.1261 -0.7884 2.0167 0.13 -0.02 -0.05
```
Positions in Å, forces in eV/Å.

Properties
highest occupied orbital energy: -8.24 eV
structure (SMILES): C[C@H](CN)NCN
ΔE to the lowest compared entry with this formula, charge and spin: 102.78 kJ/mol
maximum force: 1.5 eV Å⁻¹
E: -324.435785 a.u.



Please write out number 1 again, unchanged.
Computed, not measured: a single C4H13N3 molecule at a distorted geometry, with wB97M-V/def2-TZVPD.

The geometry in XYZ format:
```
20
Properties=species:S:1:pos:R:3:forces:R:3
C 0.0576 -1.4920 -0.9257 -0.43 0.35 -0.41
C 0.3299 -0.1069 -0.3771 -0.07 0.49 0.75
C 1.1330 0.8072 -1.3212 0.70 -0.33 0.72
N 2.2831 1.4572 -0.6969 0.20 0.36 -0.12
N -0.8742 0.6505 0.0595 0.04 -0.92 -0.16
C -1.8379 -0.0946 0.8481 -0.28 0.07 0.51
N -1.4107 -0.1522 2.2612 0.58 0.10 -0.14
H 1.0100 -1.8973 -1.2430 0.16 -0.32 0.03
H -0.6055 -1.5018 -1.7988 0.05 0.22 0.09
H -0.3994 -2.1279 -0.1755 0.16 -0.24 0.09
H 0.9648 -0.2486 0.5167 0.14 -0.18 -0.20
H 1.5202 0.2303 -2.1635 -0.33 0.04 -0.20
H 0.4752 1.6050 -1.6268 -0.25 0.02 -0.59
H 2.0890 2.3934 -0.3749 0.01 -0.14 0.17
H 2.7625 0.9225 0.0151 -0.18 0.01 -0.07
H -0.5329 1.3591 0.7022 -0.10 0.39 -0.28
H -2.7615 0.4691 0.8181 -0.36 0.05 -0.01
H -2.0496 -1.0895 0.4438 0.18 0.23 -0.25
H -1.7540 -0.9436 2.7888 -0.24 -0.07 -0.15
H -0.3998 -0.2399 2.2498 0.00 -0.11 0.24
```
Positions in Å, forces in eV/Å.

Properties
highest occupied orbital energy: -8.95 eV
structure (SMILES): C[C@@H](CN)NCN
ΔE to the lowest compared entry with this formula, charge and spin: 88.46 kJ/mol
maximum force: 1.1 eV Å⁻¹
E: -324.441240 a.u.



- Which of these has the highest maximum force?
  number 2